Entry A
A molecular structure, C32H48O24. Source: the Open Molecules 2025 dataset; level of theory: ωB97M-V/def2-TZVPD.

Structure (XYZ):
```
104
Properties=species:S:1:pos:R:3
C 0.35906 -1.47142 -0.22031
C 0.18908 0.05154 -0.61587
C -1.23094 0.30262 -0.89983
O -1.52468 1.52936 -0.23180
C -0.49765 1.79578 0.64403
O -0.49794 2.80160 1.35189
O 0.59991 1.01683 0.34960
H 0.23958 -1.65496 0.84746
H 1.36122 -1.90011 -0.22363
H -0.37335 -2.06285 -0.76973
H 0.72606 0.41961 -1.49010
H -1.88037 -0.54187 -0.66924
H -1.46395 0.49721 -1.94670
C 2.00889 -0.99566 -1.69798
C 3.17380 -1.12171 -2.70139
C 4.48941 -0.73413 -2.20729
O 5.23803 -1.91796 -2.52496
C 4.48645 -2.83185 -3.17743
O 4.87496 -3.96417 -3.67014
O 3.29123 -2.42546 -3.17633
H 2.28652 -1.06699 -0.64634
H 1.21992 -1.72603 -1.87743
H 1.49283 -0.03561 -1.70697
H 2.79312 -0.38908 -3.41301
H 4.53918 -0.38059 -1.17742
H 4.80408 0.14999 -2.76173
C -0.61437 -2.76033 4.73914
C -0.19788 -3.06045 3.32467
C 0.29592 -1.80713 2.57258
O 1.47756 -2.06966 1.90131
C 1.77465 -3.37112 2.24423
O 2.71372 -4.06595 1.76929
O 0.99043 -3.79900 3.24136
H -0.71765 -3.64370 5.36930
H -1.54904 -2.20620 4.65286
H -0.04130 -2.14378 5.43164
H -0.96997 -3.74325 2.97002
H 0.34481 -0.82078 3.03391
H -0.46460 -1.63476 1.81101
C -0.59062 2.69041 3.82607
C -1.63435 3.32162 2.98170
C -2.73137 4.03155 3.71492
O -2.77419 5.28754 3.16741
C -1.65858 5.51377 2.39205
O -1.38492 6.60970 1.86216
O -1.08823 4.32208 2.18390
H 0.10514 1.97303 3.39086
H -1.04488 2.16834 4.66819
H 0.03288 3.49993 4.20557
H -2.14291 2.53422 2.42539
H -2.47496 3.84078 4.75702
H -3.72536 3.64600 3.48815
C 0.19442 -6.20218 -1.27109
C 1.21736 -5.05408 -1.57370
C 0.56770 -3.61962 -1.20824
O 1.59775 -2.94188 -0.54699
C 2.71492 -3.75531 -0.43060
O 3.80941 -3.45298 0.04906
O 2.36563 -5.05816 -0.71816
H -0.18252 -6.48452 -0.28809
H 0.55278 -7.16932 -1.62369
H -0.73260 -6.22333 -1.84403
H 1.57501 -5.15066 -2.59882
H -0.22964 -3.64767 -0.46557
H 0.22780 -2.99483 -2.03420
C -2.04842 -2.87147 -2.32974
C -2.99289 -2.88461 -1.11786
C -2.52508 -3.80703 0.05591
O -2.52041 -3.15762 1.25139
C -2.40783 -1.82970 0.92558
O -2.27118 -0.89125 1.68915
O -3.02268 -1.67843 -0.34785
H -2.56772 -2.44771 -3.18930
H -1.64982 -3.85730 -2.56926
H -1.15607 -2.26897 -2.16006
H -4.00486 -3.13949 -1.43258
H -1.57446 -4.31043 -0.12026
H -3.21775 -4.64651 0.11571
C -0.86900 4.78325 -0.93725
C -2.33450 4.47887 -1.20295
C -2.83171 3.06582 -1.55726
O -3.78212 2.75574 -0.59641
C -4.03605 3.84105 0.19039
O -5.11731 4.07050 0.78955
O -3.03011 4.67662 -0.02206
H -0.70008 4.09626 -0.10802
H -0.64461 5.75423 -0.49571
H -0.23197 4.51084 -1.77872
H -2.72237 5.27730 -1.83555
H -2.11255 2.24888 -1.49785
H -3.21417 3.03076 -2.57735
C 2.48909 2.14047 -1.17116
C 2.61595 3.65245 -1.19903
C 1.68585 4.41659 -2.22406
O 1.21237 5.53707 -1.47829
C 1.58774 5.44823 -0.18322
O 1.53338 6.37997 0.57454
O 2.25623 4.28447 0.07523
H 1.72822 1.66934 -0.54889
H 3.36585 1.78921 -0.62711
H 2.28431 1.60936 -2.10073
H 3.62543 3.99911 -1.42011
H 0.94388 3.68698 -2.54849
H 1.94496 4.68472 -3.24832
```

Calculated values
LUMO level = -0.4 eV
charge = 0
HOMO-LUMO gap = 8.739 eV


Entry B
8 unconnected molecules or ions with the total composition C32H48O24. Source: the Open Molecules 2025 dataset; level of theory: ωB97M-V/def2-TZVPD.

Structure (XYZ):
```
104
Properties=species:S:1:pos:R:3
C -0.60884 3.16403 -3.60565
C -1.60430 3.55837 -2.48186
C -2.74048 4.38779 -3.00487
O -3.90244 3.85263 -2.43697
C -3.60036 2.58981 -1.96027
O -4.36859 1.74512 -1.59542
O -2.33883 2.37416 -2.11504
H 0.02085 4.00509 -3.89585
H -1.09865 2.92915 -4.55065
H 0.03217 2.31327 -3.37454
H -1.08311 4.05785 -1.66516
H -2.82315 4.25584 -4.08369
H -2.65868 5.46177 -2.83761
C -5.34445 2.94019 1.89669
C -4.01031 2.81114 2.65470
C -3.39404 1.42638 2.66104
O -2.41350 1.50380 1.70913
C -2.07198 2.77130 1.59340
O -1.09191 3.14253 0.96384
O -2.95518 3.59105 2.16060
H -5.92674 3.81198 2.19503
H -6.04332 2.14001 2.14040
H -5.30978 2.87933 0.80894
H -4.12382 3.01517 3.71940
H -4.05724 0.64663 2.28652
H -2.83883 1.18124 3.56644
C -1.32594 -2.09463 4.86373
C -0.74080 -3.50547 4.94529
C 0.78509 -3.67066 5.04936
O 0.92640 -4.28020 6.29323
C -0.19212 -4.51489 6.83660
O -0.32287 -4.68702 8.04909
O -1.21200 -4.27707 6.00169
H -1.24641 -1.60822 5.83594
H -2.40407 -2.16588 4.71997
H -0.78745 -1.37862 4.24288
H -1.06984 -4.00110 4.03196
H 1.26293 -2.69225 4.99960
H 1.24949 -4.30631 4.29544
C 4.46119 1.55210 -3.34748
C 3.79753 2.05117 -4.58205
C 4.23003 1.22664 -5.75243
O 3.09605 0.45547 -6.19823
C 2.06273 0.75853 -5.42766
O 0.95281 0.27777 -5.55239
O 2.43374 1.62929 -4.45803
H 4.40196 0.47089 -3.22270
H 4.09562 2.01793 -2.43235
H 5.54556 1.57580 -3.45559
H 3.95263 3.09140 -4.86833
H 5.00748 0.50873 -5.49113
H 4.61423 1.87290 -6.54163
C 3.69919 6.08161 -1.14018
C 3.34545 5.26031 0.11955
C 2.49304 4.05749 -0.08356
O 3.31605 3.01790 0.45865
C 4.50169 3.44444 0.81121
O 5.48769 2.76783 1.15647
O 4.53193 4.76656 0.65899
H 4.35749 6.92387 -0.92727
H 2.85064 6.45839 -1.71123
H 4.25700 5.45654 -1.83749
H 2.84293 5.86614 0.87357
H 2.37514 3.93124 -1.15978
H 1.51570 4.11819 0.39522
C -3.98604 -2.49909 2.20058
C -4.14948 -2.66979 0.68023
C -3.72667 -1.53848 -0.22629
O -2.95017 -2.24466 -1.11337
C -2.81534 -3.59720 -0.81812
O -2.22253 -4.53317 -1.40131
O -3.51540 -3.79839 0.20313
H -2.93964 -2.37019 2.47721
H -4.30841 -3.37110 2.76960
H -4.54301 -1.70374 2.69586
H -5.20529 -2.76086 0.42516
H -3.15221 -0.84132 0.38367
H -4.63089 -1.10780 -0.65641
C 1.76985 -0.12402 -1.45864
C 1.31673 0.03743 -0.01637
C -0.18977 -0.04177 0.12626
O -0.33097 -0.89958 1.25869
C 0.75501 -1.57879 1.53768
O 0.90664 -2.41169 2.38841
O 1.73612 -1.07484 0.74727
H 1.40959 0.73176 -2.02957
H 1.38951 -1.07937 -1.82025
H 2.85475 -0.20366 -1.52749
H 1.75304 0.89301 0.49910
H -0.70119 -0.56437 -0.68209
H -0.70244 0.91489 0.22654
C 1.56317 -4.37945 -1.05882
C 2.29460 -5.36623 -0.18409
C 1.37357 -6.11041 0.79615
O 1.46243 -7.44695 0.40786
C 2.19452 -7.58432 -0.70395
O 2.41970 -8.61363 -1.28730
O 2.75678 -6.39448 -1.03255
H 2.21425 -3.93989 -1.81446
H 1.20337 -3.59905 -0.38828
H 0.69883 -4.80469 -1.56890
H 3.08623 -4.76165 0.25854
H 0.33986 -5.76808 0.74765
H 1.77828 -5.80633 1.76147
```

Calculated values
SMILES = C[C@H]1COC(=O)O1.C[C@H]1COC(=O)O1.C[C@H]1COC(=O)O1.C[C@H]1COC(=O)O1.C[C@H]1COC(=O)O1.C[C@H]1COC(=O)O1.C[C@H]1COC(=O)O1.C[C@H]1COC(=O)O1
LUMO level = -0.2 eV
charge = 0
HOMO-LUMO gap = 10.077 eV


The most stable of them is entry B.


Entry A
C5H5NO2 in the gas phase. Source: the Open Molecules 2025 dataset; level of theory: ωB97M-V/def2-TZVPD.

Structure (XYZ):
```
13
Properties=species:S:1:pos:R:3
N -2.57438 -0.58992 -1.22045
C -1.71453 -0.03383 -0.56697
C -0.44416 0.70328 -0.01895
O -0.56407 1.96765 0.24859
C 0.12564 -0.31194 1.11369
C 0.92692 -1.11060 0.04092
C 0.74532 0.10721 -0.93115
O 1.55857 0.58912 -1.68965
H -0.43535 2.63810 -0.38119
H -0.75466 -0.91401 1.59251
H 0.75232 0.27926 1.81426
H 0.32605 -2.00347 -0.28626
H 2.05234 -1.32085 0.28463
```

Calculated values
SMILES = N#C[C@@]1(O)CCC1=O
LUMO level = 0.3 eV
charge = 0
HOMO-LUMO gap = 10.328 eV


Entry B
C5H5NO2 in the gas phase. Source: the Open Molecules 2025 dataset; level of theory: ωB97M-V/def2-TZVPD.

Structure (XYZ):
```
13
Properties=species:S:1:pos:R:3
O 2.90939 -0.75213 0.03703
C 2.06993 0.30899 -0.05688
C 0.70338 0.31481 -0.01391
C -0.15282 -0.78156 -0.05941
C -1.42154 -0.28579 -0.03233
O -2.61717 -1.00037 0.03472
C -1.21447 1.21088 0.07300
N 0.05657 1.53573 0.01457
H 2.46955 -1.60971 0.28056
H 2.58832 1.23717 -0.12490
H -0.03435 -1.83171 -0.03486
H -3.36364 -0.35976 -0.16534
H -1.99315 2.01346 0.04773
```

Calculated values
SMILES = O/C=C1\C=C(O)C=N1
LUMO level = 0.1 eV
charge = 0
HOMO-LUMO gap = 8.475 eV


The most stable of them is entry B.


Entry A
C5H5NO2 in the gas phase. Source: the Open Molecules 2025 dataset; level of theory: ωB97M-V/def2-TZVPD.

Structure (XYZ):
```
13
Properties=species:S:1:pos:R:3
C -1.57570 -1.34981 0.08282
N -2.22116 -0.87143 1.15392
O -1.83970 0.63529 1.17111
C -0.72335 0.68237 0.37337
C -0.53404 -0.44737 -0.36660
C 0.84588 -0.31001 -0.87563
C 1.30749 0.96003 -0.02028
O 0.22877 1.70934 0.69714
H -1.58456 -2.46719 0.10013
H 1.61643 -1.21777 -0.81378
H 0.88079 0.29571 -1.91366
H 1.92639 0.51905 0.95801
H 1.67276 1.86178 -0.54653
```

Calculated values
SMILES = c1noc2c1CCO2
LUMO level = 0.7 eV
charge = 0
HOMO-LUMO gap = 9.601 eV


Entry B
C5H5NO2 in the gas phase. Source: the Open Molecules 2025 dataset; level of theory: ωB97M-V/def2-TZVPD.

Structure (XYZ):
```
13
Properties=species:S:1:pos:R:3
O 2.45513 -0.08683 -0.02485
C 1.28906 -0.27160 0.06728
C 0.40560 -1.52555 0.03040
C -0.90435 -0.80490 -0.64238
N -2.15516 -0.36927 -0.02299
C -1.07031 0.13400 0.64862
C 0.01468 0.97243 0.23180
O 0.06419 2.09716 -0.19261
H 0.92037 -2.26245 -0.61307
H 0.15189 -2.00669 0.96233
H -0.71304 -0.03290 -1.57234
H -2.82821 0.31952 -0.39536
H -1.00757 -0.54158 1.50478
```

Calculated values
SMILES = O=C1C[C@H]2N[C@@H]2C1=O
LUMO level = 0.1 eV
charge = 0
HOMO-LUMO gap = 8.986 eV


The most stable of them is entry A.


Entry A
A molecular structure, C5H5NO2. Source: the Open Molecules 2025 dataset; level of theory: ωB97M-V/def2-TZVPD.

Structure (XYZ):
```
13
Properties=species:S:1:pos:R:3
C 2.19311 1.12606 0.60431
C 1.35237 0.07327 0.02747
C -0.46445 -0.69432 0.50474
C -1.89327 -0.58827 0.22047
C 0.12905 -0.01123 -0.57072
H 1.59690 2.22787 0.66222
H 3.06514 1.51886 -0.11051
H 2.54106 0.87447 1.86476
H 2.13774 -0.79985 -0.24109
H -2.96133 -1.19294 0.32703
N -0.68212 0.36837 -1.48277
O 0.63238 -0.72037 1.32845
O -1.82056 0.14036 -0.93353
```

Calculated values
LUMO level = 0.7 eV
charge = 0
HOMO-LUMO gap = 9.605 eV


Entry B
A molecular structure, C5H5NO2. Source: the Open Molecules 2025 dataset; level of theory: ωB97M-V/def2-TZVPD.

Structure (XYZ):
```
13
Properties=species:S:1:pos:R:3
C -0.15846 2.01277 0.02020
C -1.14314 -0.26545 0.00019
C -0.51601 -1.69672 0.03084
C 0.70868 -1.52302 -0.02821
C 1.16029 -0.14359 0.05945
H -1.36978 2.63990 -0.24585
H -0.22694 2.34219 1.13441
H 0.77734 2.40016 -0.52189
H -1.16315 -2.65778 0.12702
H 1.41646 -2.29257 0.10598
N -0.00756 0.51282 -0.03459
O -2.30052 0.10279 -0.05760
O 2.33936 0.35651 -0.04894
```

Calculated values
LUMO level = -0.7 eV
charge = 0
HOMO-LUMO gap = 9.683 eV


Entry C
2 unconnected molecules or ions with the total composition C5H5NO2. Source: the Open Molecules 2025 dataset; level of theory: ωB97M-V/def2-TZVPD.

Structure (XYZ):
```
13
Properties=species:S:1:pos:R:3
C -2.30827 -1.16293 0.16851
C -1.03940 -1.09224 0.59338
C 0.12675 -1.44500 0.99636
O 1.19866 -1.64074 1.38726
H -3.03258 -1.70128 0.70355
H -2.62788 -0.62792 -0.71414
C 1.69566 1.52372 0.13509
N 1.13720 0.75874 -0.87490
C 0.14362 0.27046 -1.42990
O -0.65050 -0.11586 -2.18980
H 1.14646 1.31766 1.14147
H 2.82364 1.28439 0.20133
H 1.38665 2.63100 -0.11823
```

Calculated values
SMILES = C=C=C=O.CN=C=O
LUMO level = -0.8 eV
charge = 0
HOMO-LUMO gap = 8.097 eV


The most stable of them is entry B.